{
  "formula": "C62H132F24N6O22",
  "method": "wB97M-V/def2-TZVPD",
  "symbols": ["C", "N", "C", "C", "C", "C", "O", "H", "H", "H", "H", "H", "H", "H", "H", "H", "H", "H", "H", "H", "H", "C", "N", "C", "C", "C", "C", "O", "H", "H", "H", "H", "H", "H", "H", "H", "H", "H", "H", "H", "H", "H", "C", "N", "C", "C", "C", "C", "O", "H", "H", "H", "H", "H", "H", "H", "H", "H", "H", "H", "H", "H", "H", "C", "N", "C", "C", "C", "C", "O", "H", "H", "H", "H", "H", "H", "H", "H", "H", "H", "H", "H", "H", "H", "C", "N", "C", "C", "C", "C", "O", "H", "H", "H", "H", "H", "H", "H", "H", "H", "H", "H", "H", "H", "H", "C", "N", "C", "C", "C", "C", "O", "H", "H", "H", "H", "H", "H", "H", "H", "H", "H", "H", "H", "H", "H", "C", "O", "O", "C", "F", "F", "F", "C", "C", "H", "H", "H", "H", "H", "H", "C", "O", "O", "C", "F", "F", "F", "C", "C", "H", "H", "H", "H", "H", "H", "C", "O", "O", "C", "F", "F", "F", "C", "C", "H", "H", "H", "H", "H", "H", "C", "O", "O", "C", "F", "F", "F", "C", "C", "H", "H", "H", "H", "H", "H", "C", "O", "O", "C", "F", "F", "F", "C", "C", "H", "H", "H", "H", "H", "H", "C", "O", "O", "C", "F", "F", "F", "C", "C", "H", "H", "H", "H", "H", "H", "C", "O", "O", "C", "F", "F", "F", "C", "C", "H", "H", "H", "H", "H", "H", "C", "O", "O", "C", "F", "F", "F", "C", "C", "H", "H", "H", "H", "H", "H"],
  "xyz": [[4.512, 3.247, -0.110], [3.967, 4.373, 0.787], [4.976, 4.581, 1.863], [3.712, 5.573, -0.028], [2.694, 3.875, 1.458], [2.054, 4.929, 2.312], [1.076, 5.727, 1.582], [3.799, 3.063, -0.935], [4.618, 2.372, 0.513], [5.493, 3.537, -0.509], [4.732, 5.302, 2.703], [5.859, 4.929, 1.318], [5.170, 3.598, 2.319], [3.382, 6.403, 0.594], [2.878, 5.318, -0.718], [4.647, 5.875, -0.566], [2.925, 3.002, 2.112], [1.973, 3.593, 0.627], [2.714, 5.635, 2.747], [1.508, 4.451, 3.161], [0.268, 5.315, 1.898], [0.219, -0.464, 2.605], [0.455, -0.785, 4.052], [0.036, 0.347, 4.862], [-0.336, -2.009, 4.293], [1.965, -1.043, 4.106], [2.546, -1.180, 5.545], [1.770, -1.947, 6.502], [0.748, 0.454, 2.396], [-0.880, -0.408, 2.426], [0.634, -1.347, 2.059], [0.251, 0.082, 5.889], [-1.044, 0.471, 4.733], [0.647, 1.178, 4.533], [0.031, -2.805, 3.572], [-1.407, -1.780, 4.009], [-0.350, -2.173, 5.347], [2.496, -0.142, 3.689], [2.090, -1.933, 3.460], [2.748, -0.187, 5.884], [3.533, -1.626, 5.380], [1.879, -2.854, 6.222], [-1.510, 3.302, -0.810], [-1.880, 4.649, -1.311], [-3.197, 5.054, -0.777], [-0.815, 5.608, -0.784], [-1.939, 4.805, -2.859], [-3.087, 4.007, -3.529], [-2.824, 2.653, -3.453], [-2.208, 2.595, -1.230], [-1.429, 3.315, 0.314], [-0.526, 3.063, -1.240], [-3.119, 5.419, 0.243], [-3.884, 4.251, -0.807], [-3.512, 5.960, -1.327], [-1.010, 6.570, -1.283], [0.117, 5.135, -0.961], [-0.921, 5.644, 0.335], [-0.974, 4.484, -3.179], [-2.028, 5.917, -2.928], [-3.125, 4.275, -4.536], [-4.033, 4.212, -3.062], [-1.953, 2.409, -3.756], [-3.166, -2.626, -4.523], [-2.289, -2.046, -3.500], [-1.038, -1.556, -4.033], [-3.054, -0.888, -2.949], [-2.049, -3.099, -2.323], [-1.234, -4.278, -2.758], [-1.888, -5.060, -3.720], [-3.644, -1.854, -5.142], [-4.003, -3.191, -4.105], [-2.507, -3.223, -5.166], [-0.560, -2.345, -4.661], [-0.369, -1.382, -3.150], [-1.194, -0.626, -4.645], [-3.939, -1.279, -2.378], [-3.341, -0.332, -3.838], [-2.382, -0.319, -2.311], [-3.081, -3.422, -2.074], [-1.749, -2.500, -1.547], [-1.158, -4.926, -1.960], [-0.258, -4.033, -3.174], [-1.330, -4.973, -4.527], [-8.422, -1.373, 0.729], [-7.254, -2.225, 0.982], [-6.505, -1.803, 2.201], [-7.813, -3.656, 1.149], [-6.256, -2.244, -0.110], [-6.809, -2.642, -1.470], [-6.069, -1.948, -2.518], [-8.149, -0.436, 0.274], [-8.852, -1.195, 1.720], [-9.068, -1.791, 0.034], [-5.774, -2.577, 2.397], [-7.168, -1.764, 3.041], [-5.984, -0.858, 2.046], [-6.886, -4.243, 1.073], [-8.472, -3.943, 0.349], [-8.213, -3.857, 2.126], [-5.431, -2.952, 0.166], [-5.810, -1.263, -0.193], [-7.800, -2.309, -1.564], [-6.737, -3.771, -1.724], [-6.148, -1.013, -2.217], [3.855, -2.515, -0.434], [3.097, -1.462, -1.181], [4.139, -0.537, -1.875], [2.247, -2.019, -2.238], [2.327, -0.548, -0.197], [1.502, 0.666, -0.728], [0.356, 0.319, -1.511], [4.212, -3.285, -1.167], [3.227, -3.024, 0.355], [4.674, -2.040, 0.161], [3.610, 0.190, -2.481], [4.707, -1.209, -2.530], [4.758, -0.180, -1.071], [1.977, -1.263, -2.906], [1.348, -2.388, -1.697], [2.897, -2.790, -2.677], [3.044, -0.346, 0.581], [1.565, -1.272, 0.160], [2.101, 1.355, -1.279], [1.263, 1.169, 0.211], [0.281, 1.052, -2.145], [0.902, 1.994, -4.606], [1.651, 0.735, -4.648], [0.036, 1.972, -3.623], [1.961, 3.149, -4.478], [2.797, 3.145, -3.470], [2.674, 3.242, -5.634], [1.192, 4.342, -4.428], [1.944, 0.252, -5.925], [2.767, -0.980, -5.848], [2.270, -1.787, -5.304], [3.030, -1.339, -6.837], [3.741, -0.835, -5.408], [2.441, 1.030, -6.527], [1.021, 0.010, -6.417], [0.327, 2.150, -5.550], [0.464, -6.045, -5.523], [1.848, -6.091, -5.121], [-0.159, -4.877, -5.656], [0.595, -6.608, -6.930], [1.732, -6.219, -7.490], [0.787, -7.975, -6.883], [-0.367, -6.246, -7.785], [2.057, -5.699, -3.789], [3.432, -6.156, -3.253], [4.191, -5.631, -3.805], [3.584, -6.120, -2.120], [3.429, -7.239, -3.483], [1.334, -6.042, -3.090], [1.930, -4.569, -3.716], [-0.088, -6.762, -4.875], [-3.908, -4.359, 2.248], [-3.824, -4.259, 3.774], [-5.069, -4.303, 1.724], [-3.013, -3.129, 1.934], [-3.035, -2.833, 0.623], [-3.384, -1.982, 2.597], [-1.757, -3.353, 2.321], [-4.390, -5.436, 4.353], [-3.438, -5.959, 5.428], [-3.200, -5.033, 5.941], [-3.873, -6.571, 6.221], [-2.465, -6.317, 5.063], [-4.576, -6.207, 3.506], [-5.397, -5.266, 4.839], [-3.218, -5.259, 2.182], [-6.116, 1.511, -1.668], [-5.862, 2.591, -0.590], [-6.905, 0.528, -1.321], [-6.655, 2.437, -2.836], [-6.694, 1.679, -4.031], [-7.873, 2.918, -2.789], [-5.821, 3.463, -3.015], [-6.933, 2.861, 0.218], [-6.474, 3.688, 1.360], [-5.922, 3.090, 2.055], [-5.736, 4.479, 1.128], [-7.325, 4.105, 1.921], [-7.319, 1.934, 0.535], [-7.789, 3.413, -0.182], [-5.053, 1.323, -1.942], [-2.274, 4.701, 2.856], [-2.818, 6.036, 2.623], [-0.997, 4.526, 2.481], [-2.411, 4.200, 4.307], [-1.551, 4.634, 5.262], [-3.649, 4.479, 4.817], [-2.274, 2.861, 4.272], [-1.954, 7.135, 2.998], [-2.523, 7.873, 4.218], [-2.779, 7.110, 4.900], [-1.881, 8.541, 4.702], [-3.381, 8.477, 3.857], [-1.925, 7.869, 2.226], [-0.960, 6.644, 3.200], [-3.033, 4.143, 2.274], [7.491, 5.148, -1.618], [7.268, 3.888, -2.220], [6.536, 5.489, -0.764], [8.782, 5.038, -0.844], [9.839, 4.747, -1.635], [8.979, 6.258, -0.271], [8.856, 4.115, 0.135], [6.496, 3.935, -3.422], [7.517, 4.069, -4.605], [7.037, 4.423, -5.583], [8.213, 4.842, -4.374], [8.001, 3.050, -4.642], [5.859, 4.799, -3.532], [5.922, 3.012, -3.466], [7.831, 5.790, -2.478], [1.606, -4.641, 2.576], [1.761, -4.858, 4.030], [1.713, -3.428, 2.077], [2.779, -5.511, 2.044], [2.842, -5.398, 0.660], [3.986, -5.083, 2.496], [2.691, -6.848, 2.219], [0.843, -5.632, 4.756], [1.273, -5.702, 6.130], [0.628, -6.135, 6.845], [2.272, -6.231, 6.233], [1.403, -4.671, 6.476], [0.732, -6.624, 4.317], [-0.202, -5.271, 4.746], [0.650, -5.111, 2.318], [5.115, 0.055, 2.313], [4.741, -1.285, 2.620], [4.239, 0.773, 1.590], [5.356, 0.736, 3.676], [5.905, 1.976, 3.712], [4.181, 0.818, 4.397], [6.165, -0.047, 4.496], [5.876, -2.287, 2.584], [5.862, -3.118, 3.886], [6.187, -2.494, 4.740], [4.874, -3.527, 4.218], [6.550, -3.910, 3.684], [6.884, -1.776, 2.487], [5.807, -3.030, 1.759], [6.103, -0.055, 1.746]],
  "forces_ev_per_angstrom": [[-0.050, 0.576, -0.167], [-0.394, -1.399, 0.493], [1.093, 0.306, 0.529], [-0.137, 0.719, -0.950], [-0.314, -0.453, -0.636], [-2.380, 0.491, -0.049], [2.072, -0.348, 0.163], [0.201, 0.277, 0.469], [-0.218, -0.405, 0.226], [-0.401, 0.370, 0.078], [-0.245, -0.714, -1.430], [0.131, 0.011, 0.257], [-0.075, 0.400, -0.262], [-0.096, -0.144, 0.204], [0.636, 0.212, 0.334], [-0.565, -0.599, 0.353], [0.253, 0.352, -0.962], [0.852, 0.154, 1.056], [1.030, 0.404, 0.363], [0.398, 0.129, -0.617], [-1.606, -0.193, 0.238], [-0.504, -1.081, -0.316], [0.740, -0.231, -1.726], [-0.149, -0.345, 0.494], [-1.450, -0.177, -1.180], [0.107, 0.139, 0.666], [-0.344, -0.948, -1.085], [0.607, 1.147, -0.712], [-0.001, 0.200, -0.325], [0.858, 0.231, 0.123], [-0.301, 0.797, 0.179], [-0.009, 0.215, 0.312], [0.315, 0.381, -0.058], [-0.302, 0.475, 0.151], [-0.153, 0.808, 1.415], [1.238, -0.147, 0.272], [0.397, -0.781, 0.561], [-0.831, -1.078, -0.017], [0.262, 0.337, 0.324], [-0.290, 0.447, 0.931], [-0.087, -0.049, 0.140], [-0.041, -0.485, -0.110], [0.779, -0.362, 0.290], [0.182, 0.842, 0.035], [0.278, 1.824, 0.343], [-1.840, -0.062, 0.886], [-0.760, 0.592, 1.425], [1.835, 0.411, 1.615], [-1.437, -1.286, 0.703], [-0.262, -0.265, 0.288], [-0.307, 0.134, -1.054], [-0.268, 0.027, 0.122], [0.356, -0.368, 0.350], [-0.879, -0.753, -0.341], [-0.184, -0.678, -0.049], [0.553, -0.316, 0.411], [1.031, 0.092, -0.583], [-0.127, 0.133, -1.160], [0.707, -0.280, -0.596], [-0.087, -0.941, -0.507], [-0.164, 1.010, -1.816], [-0.048, 0.057, 0.074], [1.382, -0.023, -0.253], [-0.062, -0.690, -1.723], [-1.548, -0.748, 1.697], [2.046, 0.092, -0.525], [-0.257, -0.407, 0.840], [-2.395, -0.097, -2.990], [-0.215, 0.351, -1.691], [-0.872, 0.179, 0.211], [0.478, 0.141, 0.264], [0.541, -0.052, 0.197], [-0.666, -0.182, 0.154], [-0.395, 0.478, 0.314], [-0.536, 0.408, -0.954], [0.176, -0.842, 0.790], [0.822, 0.462, -0.728], [-0.226, 0.431, 0.411], [-0.087, 0.167, 0.043], [0.563, 0.050, -0.208], [1.417, 1.192, 1.987], [0.730, -0.966, 2.430], [0.290, 0.323, 0.386], [0.584, -0.141, -1.042], [0.846, 1.808, 1.393], [-0.760, -1.366, 0.164], [0.302, -0.214, 0.107], [2.574, -0.109, -0.135], [1.565, -1.219, -0.872], [1.655, -1.023, -1.482], [-0.182, -0.532, 1.248], [0.625, 0.580, 0.037], [-0.403, -0.085, -0.427], [-1.343, -1.207, -0.880], [0.118, -0.180, -0.078], [-0.574, 0.235, 0.383], [-0.364, 0.044, -0.224], [-0.486, -0.245, 0.203], [-0.405, 0.428, -0.287], [-0.387, 0.484, 0.370], [-0.967, 0.579, 0.195], [-0.325, 0.432, 0.054], [-1.674, 0.140, -0.123], [-0.116, 1.863, 0.658], [-0.354, 0.220, -0.332], [-0.059, -0.780, 1.082], [1.333, 2.865, -0.275], [-0.642, -2.033, 0.182], [0.076, -1.796, 1.826], [-1.869, -1.900, -1.000], [0.572, -1.347, 0.310], [0.867, -0.346, 1.430], [-0.138, 0.854, 0.686], [0.111, 0.581, -0.950], [-0.599, -0.242, -0.845], [0.036, 0.259, 0.197], [0.029, 0.299, 0.082], [0.194, 0.643, 0.082], [-0.430, 1.139, -1.119], [0.542, -0.316, -0.782], [-0.904, 0.035, -0.298], [0.140, 0.763, 0.430], [0.365, 0.394, 0.270], [0.657, 0.551, -0.508], [-0.400, 0.125, 0.106], [-0.344, 0.210, -1.183], [-0.321, -0.584, 0.547], [0.054, 0.730, 0.662], [-0.412, 0.375, 1.108], [-2.226, 0.700, -1.858], [0.106, -0.054, 0.478], [0.152, 0.151, 0.535], [1.247, -1.013, 0.241], [0.203, 0.736, -0.538], [0.641, -0.862, 0.026], [-0.075, 0.037, -0.125], [-0.378, -0.178, -0.362], [0.289, 0.380, 0.568], [0.017, -0.230, 0.051], [-0.742, -0.114, -0.538], [0.990, -0.037, -0.341], [-1.098, 0.470, -0.761], [0.319, 0.070, 1.206], [0.279, 0.583, 1.338], [1.339, -1.105, -0.060], [0.795, 0.971, -0.940], [-1.301, -0.051, -0.324], [-0.284, -0.936, 0.319], [0.639, 2.201, 0.488], [-1.055, -0.974, 0.396], [0.681, -0.033, -0.016], [-0.442, 0.513, -1.522], [0.528, 0.433, -0.081], [-1.196, -0.866, 0.360], [0.401, -0.985, -0.159], [0.191, -0.082, -0.030], [1.526, 0.315, 1.540], [-1.146, -0.720, 0.121], [-0.208, -0.647, -0.133], [-0.352, -0.054, 0.782], [0.282, 0.127, -0.088], [-0.118, -0.362, -0.554], [0.459, -0.093, -0.656], [-0.552, -1.247, -1.083], [0.252, 1.156, 0.215], [0.341, 0.247, 0.394], [-0.079, -0.434, -0.492], [-0.513, -0.273, -0.085], [0.231, 1.043, 1.337], [0.861, 0.167, -0.590], [-0.674, 0.287, -0.945], [-0.775, 1.389, 0.555], [0.819, -0.706, -1.654], [0.859, 0.241, -0.345], [0.579, -2.405, -1.127], [0.729, 0.715, 0.945], [-1.024, 0.530, 0.916], [-0.106, 0.272, -0.578], [-0.605, 0.900, 0.245], [0.591, 0.729, 1.354], [0.351, -0.586, 0.624], [-0.719, -0.070, -0.390], [0.264, 0.076, -0.225], [-0.818, -1.236, 0.791], [0.055, -0.011, -1.081], [-0.304, -0.229, -0.054], [1.481, 0.512, -0.781], [0.277, 0.732, 0.387], [-1.085, -0.117, -0.060], [-0.869, 0.259, 0.544], [0.029, 0.188, -0.792], [0.219, -0.323, -0.146], [-0.162, -0.173, 0.213], [0.634, -1.395, 1.421], [-1.090, -0.520, -1.963], [-0.823, -0.574, 1.054], [1.453, 1.010, 0.516], [0.100, -0.588, 0.553], [0.366, 0.095, -1.160], [-0.718, 1.038, -0.298], [0.069, -0.434, 0.257], [-0.605, -0.008, 0.966], [-0.619, -1.170, -0.723], [0.028, 0.593, -0.923], [0.578, -0.051, 0.427], [0.446, 0.445, -0.242], [0.683, -0.503, -0.110], [-0.505, 0.215, 0.090], [1.818, 0.466, -0.723], [-1.488, -1.519, -0.569], [0.447, -1.024, 1.152], [0.762, 0.359, 0.409], [-0.097, 1.294, -0.591], [-0.603, 0.297, 0.779], [-0.096, 0.067, -0.151], [-0.718, 0.582, 0.309], [0.189, -0.280, -0.766], [0.318, 1.202, 0.551], [-0.024, -0.072, 1.110], [0.194, 0.220, -1.777], [0.063, 0.099, 0.736], [-0.645, -0.505, -0.106], [0.044, 0.233, 0.731], [-1.726, -0.586, -2.238], [3.094, 0.363, 1.712], [-1.141, -0.774, 0.426], [-0.997, 0.699, -0.137], [0.227, -0.120, 0.176], [0.276, -0.357, -0.147], [0.214, 0.585, -0.330], [-0.220, -0.574, -0.089], [0.741, 1.317, -2.007], [1.374, -1.916, -0.379], [0.352, -0.937, 1.112], [0.214, -0.633, 2.017], [-0.397, -0.855, -0.496], [0.848, 0.453, -0.655], [-0.272, 0.750, -0.702], [-0.757, 0.635, 1.044], [-0.815, 1.322, 0.449], [0.190, -0.334, -0.467], [0.675, 0.247, -0.930], [0.491, -0.808, 0.367], [-1.287, -0.318, 0.120], [-0.529, 0.831, 0.063], [-0.409, 0.459, 0.889]],
  "homo_ev": -4.3033,
  "energy_ha": -6821.87188,
  "spin_multiplicity": 1,
  "e_lumo_ev": 3.06,
  "max_force_ev_per_a": 3.83,
  "charge": -2,
  "homo_lumo_gap_ha": 0.27050
}